Here is 2 unconnected molecules or ions with the total composition C19H28F2N4O3 from the Open Molecules 2025 dataset. Energies are from ωB97M-V/def2-TZVPD.

The max |F| comes out at 2.401 eV/A. Its total charge is 0. Its structure (SMILES) is CNC(=O)[C@H](NC(C)=O)C(C)C.O=C(Nc1ccc(F)cc1F)N1CCCC1. Its HOMO energy is -8.72 eV. The calculation puts the LUMO energy at 0.43 eV.

The geometry in XYZ format:
```
56
Properties=species:S:1:pos:R:3:forces:R:3:mulliken_charge:R:1
C 1.243 -2.939 0.460 -0.2576 0.2244 0.3675 -0.997
N -0.181 -2.620 0.549 -0.2103 -0.5848 -0.9563 0.089
C -0.759 -1.998 1.588 0.3507 0.1106 0.7269 0.071
O -0.105 -1.616 2.549 -0.2101 0.1484 -0.0638 -0.708
C -2.290 -1.816 1.569 -0.4410 -0.4208 -0.7067 0.315
N -2.939 -2.467 0.412 0.8100 1.8649 0.9632 -0.257
C -3.199 -3.762 0.235 -0.3236 -1.7292 -0.4585 0.819
C -2.895 -4.763 1.330 -0.0347 0.2743 -0.1097 -1.038
O -3.667 -4.142 -0.824 -0.2124 -0.0862 -0.3291 -0.683
C -2.676 -0.318 1.696 -0.6099 0.2991 0.3270 0.867
C -4.009 0.064 1.027 0.4651 -0.4598 -0.0809 -1.796
C -2.805 0.063 3.176 0.6338 0.0193 -0.0941 -1.846
H 1.416 -3.666 -0.335 -0.1756 0.1393 0.0727 0.370
H 1.587 -3.360 1.408 -0.0297 0.1065 -0.0991 0.322
H 1.814 -2.033 0.253 0.1117 -0.0566 0.0266 0.233
H -0.782 -2.925 -0.203 0.0976 0.0723 0.0902 0.283
H -2.660 -2.315 2.464 0.1022 -0.0817 0.1203 0.691
H -3.246 -1.875 -0.345 0.0069 -0.1535 -0.0383 0.028
H -3.510 -4.544 2.201 0.0843 -0.0171 0.2116 0.295
H -1.842 -4.721 1.598 0.0755 0.0123 0.2255 0.284
H -3.134 -5.761 0.966 -0.0022 0.2109 -0.0335 0.348
H -1.894 0.295 1.250 0.1912 0.0106 -0.0545 -0.338
H -3.967 -0.101 -0.049 -0.2525 0.1118 -0.1010 0.390
H -4.218 1.121 1.195 0.0378 -0.0600 0.0145 0.456
H -4.823 -0.528 1.448 -0.0705 0.0340 -0.0802 0.432
H -3.608 -0.504 3.647 -0.0545 -0.0033 0.0096 0.404
H -1.871 -0.138 3.700 -0.0608 -0.0520 0.0724 0.335
H -3.020 1.128 3.268 -0.0697 -0.0170 0.0306 0.506
O 1.574 3.687 -1.863 0.2337 -0.4039 -0.6767 -0.672
C 1.554 2.548 -1.421 -1.4184 1.9137 0.2973 0.285
N 2.667 2.000 -0.816 -0.7473 -1.4511 0.1192 -0.056
C 3.974 2.478 -0.955 0.1413 0.2804 -0.1102 0.072
C 4.692 2.801 0.203 0.7521 0.3041 -0.8726 -0.593
C 6.014 3.249 0.116 0.2397 -0.0467 -0.0621 -0.498
C 6.637 3.368 -1.127 -1.1979 -0.3866 0.2408 0.218
F 7.919 3.790 -1.208 -0.5187 -0.1536 -0.0540 -0.312
C 5.929 3.037 -2.284 0.0227 0.0586 -0.1850 -0.455
C 4.605 2.592 -2.211 0.5448 0.1581 0.8027 0.568
F 3.972 2.235 -3.353 0.2298 0.2377 0.8000 -0.287
N 0.346 1.871 -1.323 1.6638 -0.3124 0.1294 0.160
C -0.863 2.381 -1.952 -0.0080 0.3470 -0.3198 -0.889
C -1.879 1.275 -1.724 -0.2172 0.0439 0.0762 -0.323
C -1.038 0.012 -1.611 -0.1781 -0.2432 -0.2777 0.179
C 0.257 0.466 -0.955 -0.1387 -0.1797 0.0079 -0.604
H 2.453 1.458 0.012 0.3207 -0.0756 -0.1718 0.236
H 4.218 2.719 1.176 -0.0118 0.0176 -0.1734 0.369
H 6.568 3.510 1.013 -0.0635 -0.0424 -0.1076 0.397
H 6.411 3.121 -3.252 -0.0721 -0.0293 0.0481 0.429
H -1.193 3.325 -1.503 0.2539 -0.0965 -0.1561 0.349
H -0.699 2.538 -3.024 0.0603 0.1513 0.1304 0.322
H -2.612 1.215 -2.534 0.0659 0.0643 0.2048 0.430
H -2.408 1.468 -0.787 -0.0587 -0.0701 -0.0340 0.002
H -1.542 -0.768 -1.044 0.0857 -0.0655 -0.0580 -0.568
H -0.825 -0.377 -2.613 -0.0256 -0.0059 0.1270 0.548
H 0.203 0.364 0.134 0.0661 -0.1482 0.0915 0.385
H 1.102 -0.123 -1.328 0.0238 0.2169 0.1310 0.434
```
Forces are in eV/Å.